Entry 1:
Below is 2 unconnected molecules or ions with the total composition CH2Cl2S2 in a non-equilibrium geometry, with properties calculated with the ωB97M-V functional and the def2-TZVPD basis.

Structure (XYZ):
```
7
Properties=species:S:1:pos:R:3:forces:R:3
C 0.26315 -0.43570 -0.07377 -0.906 1.236 0.041
S -1.29638 -0.46412 0.69256 0.330 -0.185 -0.351
S 0.31983 -0.07892 -1.77384 0.397 -0.737 0.052
Cl 0.53824 2.18873 0.36496 0.148 -0.830 0.137
Cl 1.51666 -1.36808 0.56216 0.104 0.200 -0.036
H -0.88791 -0.84281 1.90987 0.162 0.052 0.052
H -0.45360 1.00089 -1.68195 -0.236 0.265 0.105
```
Positions in Å, forces in eV/Å.

Strongest force on any atom (eV Å⁻¹): 1.53
Frontier orbital gap (Ha): 0.2537
HOMO energy (eV): -8.9032
ΔE to the lowest compared entry with this formula, charge and spin (kcal/mol): 37.3
Energy (hartree): -1755.98138

Entry 2:
Below is 2 unconnected molecules or ions with the total composition CH2Cl3OP in a non-equilibrium geometry, with properties calculated with the ωB97M-V functional and the def2-TZVPD basis.

Structure (XYZ):
```
8
Properties=species:S:1:pos:R:3:forces:R:3
C -0.54066 -1.23198 2.70570 1.764 -0.643 0.530
O 1.38579 0.49350 0.53660 -0.053 1.134 0.769
P 0.50346 -0.51181 -0.29875 0.425 -1.967 0.986
Cl 0.18724 -2.89084 2.94984 -0.989 1.043 -0.389
Cl -2.00285 -0.99095 3.62571 0.645 -0.014 -0.613
Cl 0.82431 -0.10395 3.22949 -1.253 -0.380 0.541
H 1.25344 0.44164 1.54652 0.462 0.008 -1.239
H 1.27092 -1.75122 0.12835 -1.001 0.819 -0.585
```
Positions in Å, forces in eV/Å.

Strongest force on any atom (eV Å⁻¹): 2.24
Frontier orbital gap (alpha / beta) (Ha): 0.3097 / 0.2185
HOMO energy (alpha / beta) (eV): -9.6250 / -8.2555
ΔE to the lowest compared entry with this formula, charge and spin (kcal/mol): 127.2
Energy (hartree): -1836.34509

Entry 3:
Below is 2 unconnected molecules or ions with the total composition CH2Cl3OPS2 in a non-equilibrium geometry, with properties calculated with the ωB97M-V functional and the def2-TZVPD basis.

Structure (XYZ):
```
10
Properties=species:S:1:pos:R:3:forces:R:3
C -0.43840 -0.93498 0.05117 -1.914 -0.996 0.350
O 0.83401 1.33446 1.25202 0.545 1.713 1.345
P -0.28924 0.16811 -1.44327 1.212 -0.366 -1.852
S -1.85912 1.17546 -1.79802 0.539 -0.062 0.266
S 1.22797 -0.34643 -2.60980 -1.643 0.761 1.615
Cl -1.43878 -2.30797 -0.66574 0.453 0.193 -0.216
Cl -1.50730 -0.32975 1.33345 0.295 0.162 -0.142
Cl 1.00991 -1.63074 0.66334 0.675 -0.004 0.144
H 1.64181 0.75977 1.26668 -0.839 1.370 0.640
H 0.81914 2.11208 1.95017 0.678 -2.770 -2.150
```
Positions in Å, forces in eV/Å.

Strongest force on any atom (eV Å⁻¹): 3.57
Frontier orbital gap (Ha): 0.2946
HOMO energy (eV): -9.5528
ΔE to the lowest compared entry with this formula, charge and spin (kcal/mol): 39.5
Energy (hartree): -2632.83447

Entry 4:
Below is 2 unconnected molecules or ions with the total composition CH2Cl4OP2 in a non-equilibrium geometry, with properties calculated with the ωB97M-V functional and the def2-TZVPD basis.

Structure (XYZ):
```
10
Properties=species:S:1:pos:R:3:forces:R:3
C 0.31370 0.91315 0.13809 -2.232 -1.574 0.835
O 1.00653 -1.13967 -1.58459 -0.183 0.095 -0.054
P -2.03230 -0.07002 0.78784 2.955 0.592 0.024
P 1.21118 -0.56105 -0.25885 -0.122 0.471 -0.696
Cl -1.99640 -1.43044 -0.66083 -0.379 -0.576 -0.504
Cl -3.15545 1.35055 -0.02094 -0.549 0.796 -0.384
Cl 0.82304 -1.87457 1.20049 0.035 -0.228 0.596
Cl 3.15502 -0.13755 0.04771 0.334 0.120 0.211
H 0.59465 1.40434 1.05166 0.138 0.189 0.231
H 0.08003 1.54526 -0.70057 0.003 0.114 -0.260
```
Positions in Å, forces in eV/Å.

Strongest force on any atom (eV Å⁻¹): 3.01
Frontier orbital gap (alpha / beta) (Ha): 0.2947 / 0.2947
HOMO energy (alpha / beta) (eV): -9.3632 / -9.3638
ΔE to the lowest compared entry with this formula, charge and spin (kcal/mol): 2.6
Energy (hartree): -2638.09801